C15H15AsO9ReS3 as an isolated structure in a non-equilibrium geometry, computed with wB97M-V/def2-TZVPD.

The total energy comes out at -129699.782 eV. For the HOMO-LUMO gap (alpha / beta), the calculation gives 7.312 / 7.071 eV. As for the energy relative to the best compared isomer or geometry (same formula, charge and spin): 1.3363 eV. The max |F| comes out at 2.6 eV Å⁻¹.

The geometry in ORCA input format:
```
! RIJCOSX wB97M-V def2-TZVPD def2/J DEFGRID3
* xyz 0 4
O -0.166 0.203 0.726
C -3.789 -1.657 -0.489
C 2.018 3.186 -0.562
O -2.147 0.406 1.702
H -0.090 2.506 -3.726
O 2.606 0.655 1.005
C 1.310 -1.762 4.179
As 1.273 -0.024 -3.244
S -2.233 -1.378 -1.350
C -0.381 -0.551 2.974
O 2.513 -0.442 -4.180
H 1.218 5.170 -0.636
H 1.238 -1.624 6.311
H 0.256 0.060 -5.258
C 0.741 -1.388 2.960
H -0.810 -0.216 6.322
C -0.370 -0.543 5.390
O 0.436 -1.266 -2.367
O -0.063 0.332 -4.388
O 2.574 -0.583 -1.080
S 1.440 -2.159 1.544
C 0.771 -1.336 5.378
H -3.255 -2.602 -3.131
H 2.183 -2.402 4.166
H -1.469 -2.665 -3.169
H -0.135 4.735 -2.657
C 1.237 4.193 -1.100
C -2.352 -2.727 -2.536
C 0.490 2.701 -2.836
H -1.813 0.475 4.154
C 2.022 1.934 -1.158
C 1.259 1.678 -2.291
C -0.936 -0.157 4.190
O 4.402 1.001 -0.626
S 3.033 0.700 -0.368
H -3.788 -0.993 0.374
H -4.612 -1.415 -1.159
H 2.628 3.345 0.318
C -0.997 0.031 1.744
Re 0.713 -1.094 -0.443
H -3.824 -2.695 -0.165
O -1.240 -1.916 -0.293
H -2.368 -3.669 -1.990
C 0.477 3.949 -2.236
*
```